This record from the Open Molecules 2025 dataset describes a 14-piece molecular cluster, C46H78N6O8 overall. The level of theory is wB97M-V/def2-TZVPD.

Properties
**Orbital gap**: 9.20 eV
**Net charge**: 0
**LUMO energy**: 0.045 eV

Element x y z (Å)
C  0.37147  -4.61602  3.49341
C  1.71370  -5.23819  3.33725
O  2.53905  -4.20606  2.87959
H  0.45941  -3.79310  4.21341
H  -0.32296  -5.35538  3.86733
H  -0.02770  -4.21085  2.54663
H  1.62579  -6.01759  2.57924
H  2.08261  -5.64958  4.27410
H  3.45861  -4.50113  2.87017
C  5.11911  -0.21360  2.29257
C  3.88999  -1.06749  2.36386
O  4.04307  -2.07915  3.36662
H  5.00599  0.42335  1.39789
H  6.05128  -0.74664  2.14448
H  5.15947  0.49531  3.12613
H  3.79804  -1.50420  1.38709
H  3.05402  -0.40260  2.56633
H  3.19643  -2.46945  3.65703
C  -1.53946  -2.39459  -5.34410
C  -1.46589  -2.65878  -3.85617
O  -0.12917  -3.03278  -3.45032
H  -2.58162  -2.21647  -5.61004
H  -1.13270  -3.22749  -5.91185
H  -1.01923  -1.46802  -5.58298
H  -2.19006  -3.41279  -3.53211
H  -1.66968  -1.73046  -3.28316
H  -0.14483  -3.23363  -2.50133
C  -4.64405  2.26730  1.13456
C  -5.69563  3.17145  0.55045
O  -6.33732  2.48792  -0.56918
H  -4.02243  1.87269  0.32430
H  -5.12383  1.45819  1.71563
H  -4.01208  2.88573  1.74713
H  -5.23635  4.05014  0.14148
H  -6.37555  3.34812  1.38918
H  -7.03031  3.08233  -0.91489
C  -2.75192  5.91782  0.06138
C  -2.34892  5.67238  1.49030
O  -1.38124  4.63675  1.55415
H  -3.19756  4.99676  -0.31855
H  -1.90626  6.26436  -0.53550
H  -3.47335  6.72258  -0.02977
H  -3.21884  5.29646  2.01952
H  -1.91035  6.61450  1.89902
H  -0.69949  4.77608  0.90940
C  -3.42316  -0.52435  3.52324
C  -2.79413  -1.80365  4.02508
O  -3.78064  -2.46991  4.81163
H  -4.22333  -0.73170  2.79484
H  -2.69331  0.15748  3.04142
H  -3.86129  0.01109  4.39229
H  -1.92242  -1.47477  4.59832
H  -2.47243  -2.53153  3.26781
H  -3.41094  -3.28088  5.17179
C  -3.20721  -1.60070  -0.22680
C  -3.41838  -3.10978  0.08959
O  -2.26894  -3.62783  0.78994
H  -4.02065  -1.19114  -0.80206
H  -2.29266  -1.44550  -0.82127
H  -3.08674  -0.96264  0.65831
H  -3.62452  -3.70948  -0.79502
H  -4.28093  -3.15261  0.75517
H  -2.51139  -4.48634  1.17348
C  2.05988  -5.11746  -0.33744
C  0.59974  -4.98802  -0.72282
O  0.18097  -3.59320  -0.61080
H  2.70300  -4.60549  -1.05717
H  2.45203  -6.15963  -0.37165
H  2.28571  -4.73641  0.64813
H  -0.05860  -5.59902  -0.07480
H  0.50891  -5.26929  -1.77385
H  -0.58349  -3.56064  -0.00296
N  3.47615  -0.80488  -5.29211
C  3.92986  0.47602  -5.13992
C  3.25117  1.39893  -4.34487
C  2.10598  0.98790  -3.65688
C  1.65924  -0.29132  -3.77639
C  2.37656  -1.15234  -4.58400
H  4.79985  0.73030  -5.74412
H  3.53250  2.43569  -4.25634
H  1.59022  1.62214  -2.95508
H  0.79714  -0.68248  -3.27710
H  2.01014  -2.16100  -4.71228
N  -1.23418  2.11318  -6.75326
C  -2.57210  2.18612  -6.85858
C  -3.43540  1.98998  -5.76951
C  -2.84429  1.61449  -4.55212
C  -1.44965  1.61860  -4.42223
C  -0.74440  1.90639  -5.53909
H  -2.95894  2.40575  -7.84192
H  -4.51552  2.13262  -5.88779
H  -3.48941  1.38137  -3.73045
H  -1.05702  1.33338  -3.47098
H  0.33803  1.83786  -5.47039
N  4.91600  3.98219  0.01706
C  4.30486  4.21008  -1.11797
C  2.98458  3.89826  -1.38589
C  2.21617  3.38143  -0.32165
C  2.84246  2.97413  0.86549
C  4.16858  3.30552  0.96160
H  4.86701  4.63455  -1.93976
H  2.52019  4.07976  -2.33157
H  1.16810  3.17181  -0.41831
H  2.36523  2.56801  1.74768
H  4.72068  3.03385  1.85357
N  -2.85272  2.92682  7.21705
C  -2.81156  1.59003  7.14160
C  -2.03234  0.86357  6.29369
C  -1.31560  1.55147  5.31660
C  -1.23702  2.95135  5.37116
C  -2.04478  3.54034  6.36929
H  -3.42187  1.07004  7.86437
H  -2.14161  -0.20337  6.35101
H  -0.78653  1.00649  4.53769
H  -0.74370  3.63670  4.68851
H  -2.07360  4.61372  6.35147
N  6.65540  -0.46538  -1.99007
C  5.57093  0.13368  -1.50743
C  4.28719  -0.41500  -1.49268
C  4.12432  -1.68053  -2.01208
C  5.26151  -2.34659  -2.47629
C  6.46343  -1.68413  -2.50611
H  5.67252  1.16473  -1.17073
H  3.50480  0.27658  -1.16225
H  3.12835  -2.04836  -2.13210
H  5.19050  -3.28679  -2.99660
H  7.33503  -2.16737  -2.93575
N  -0.26165  0.77030  -0.90358
C  -0.81095  1.57365  0.01953
C  -0.69008  1.39255  1.38609
C  0.03186  0.27748  1.78375
C  0.49346  -0.69114  0.84112
C  0.40549  -0.29738  -0.48196
H  -1.36551  2.44743  -0.32053
H  -1.14561  2.11098  2.03600
H  0.30244  0.14952  2.80992
H  1.04801  -1.59016  1.08241
H  0.78579  -0.92037  -1.27200

Cartesian forces (eV/Å) of the 3 atoms listed first:
C -0.69 0.53 0.28
C -0.36 -0.19 -0.56
O 0.87 0.24 -0.09